C55H57N4O | ωB97M-V with the def2-TZVPD basis set

Geometry (Å):
C1 -6.057 -2.019 3.982
C2 -4.807 -1.311 3.525
C3 -4.779 -0.648 2.298
C4 -3.617 -0.009 1.834
C5 -3.585 0.742 0.539
C6 -2.471 -0.074 2.621
N1 -1.283 0.598 2.159
C7 -1.008 1.925 2.505
C8 -2.024 2.932 2.815
C9 -1.908 4.141 2.091
C10 -2.932 5.084 2.155
C11 -4.010 4.890 3.030
C12 -4.058 3.755 3.850
C13 -3.061 2.783 3.764
N2 0.269 2.175 2.385
N3 0.865 1.017 1.903
C14 2.280 0.910 2.141
C15 2.779 1.156 3.439
C16 1.954 1.662 4.580
C17 4.124 0.873 3.681
C18 4.996 0.433 2.679
C19 6.441 0.162 2.976
C20 4.496 0.289 1.383
C21 3.167 0.592 1.088
C22 2.771 0.604 -0.342
C23 -0.086 0.050 1.723
C24 -0.105 -1.052 0.732
O1 0.434 -0.934 -0.406
C25 -0.921 -2.238 1.150
C26 -0.575 -2.965 2.378
C27 -2.067 -2.586 0.390
C28 -2.348 -1.999 -0.874
C29 -3.575 -2.173 -1.504
C30 -4.575 -2.929 -0.883
C31 -4.308 -3.575 0.331
C32 -3.067 -3.450 0.936
C33 -2.494 -0.633 3.899
C34 -1.298 -0.520 4.795
C35 -3.660 -1.291 4.323
H1 -5.914 -2.476 4.967
H2 -6.907 -1.325 4.047
H3 -6.349 -2.811 3.277
H4 -5.681 -0.622 1.683
H5 -2.622 0.603 0.030
H6 -4.372 0.373 -0.133
H7 -3.731 1.822 0.705
H8 -1.029 4.285 1.458
H9 -2.884 5.972 1.521
H10 -4.803 5.638 3.092
H11 -4.880 3.618 4.556
H12 -3.068 1.909 4.425
H13 2.636 1.973 5.381
H14 1.351 2.532 4.303
H15 1.295 0.891 5.007
H16 4.514 1.001 4.694
H17 6.768 -0.763 2.487
H18 7.085 0.974 2.613
H19 6.598 0.070 4.053
H20 5.164 -0.052 0.587
H21 2.832 -0.404 -0.759
H22 1.755 0.964 -0.481
H23 3.453 1.228 -0.931
H24 -0.530 -4.053 2.190
H25 0.400 -2.630 2.765
H26 -1.342 -2.799 3.154
H27 -1.560 -1.401 -1.333
H28 -3.736 -1.710 -2.479
H29 -5.556 -3.025 -1.350
H30 -5.073 -4.186 0.813
H31 -2.859 -3.965 1.883
H32 -1.527 -1.000 5.753
H33 -0.420 -1.036 4.378
H34 -1.032 0.531 5.002
H35 -3.665 -1.769 5.307
C36 3.249 -3.060 -1.601
C37 3.505 -2.805 -3.089
C38 4.889 -3.326 -3.514
C39 2.466 -3.515 -3.961
C40 3.429 -1.321 -3.373
N4 4.484 -0.658 -3.886
C41 4.116 0.603 -4.340
C42 2.732 0.745 -4.128
C43 2.091 1.786 -4.801
C44 2.846 2.711 -5.541
C45 4.237 2.573 -5.673
C46 4.889 1.475 -5.095
C47 2.289 -0.450 -3.370
C48 1.054 -0.682 -2.773
C49 -0.038 0.240 -2.969
C50 0.039 1.600 -2.593
C51 -0.933 2.503 -3.001
C52 -1.983 2.090 -3.835
C53 -2.884 3.112 -4.461
C54 -2.148 0.722 -4.089
C55 -1.208 -0.192 -3.639
H36 2.268 -2.687 -1.280
H37 3.292 -4.141 -1.406
H38 4.013 -2.569 -0.979
H39 5.067 -3.138 -4.581
H40 5.707 -2.888 -2.926
H41 4.913 -4.415 -3.372
H42 2.658 -3.294 -5.020
H43 2.550 -4.598 -3.818
H44 1.439 -3.208 -3.742
H45 5.426 -1.022 -4.022
H46 1.009 1.864 -4.775
H47 2.335 3.545 -6.031
H48 4.803 3.312 -6.237
H49 5.957 1.285 -5.211
H50 0.845 -1.697 -2.453
H51 0.908 1.942 -2.031
H52 -0.856 3.554 -2.717
H53 -3.644 2.630 -5.089
H54 -3.388 3.729 -3.703
H55 -2.307 3.802 -5.097
H56 -3.009 0.376 -4.666
H57 -1.310 -1.259 -3.852

Molecular weight: 790.09 g mol⁻¹
Kohn-Sham gap: 3.782 eV
HOMO: -7.68 eV
Net charge: +1
2S+1: 1
Energy above the lowest of the compared OMol25 structures with the same formula, charge and spin: 0.0 kcal/mol
LUMO level: -3.90 eV